{
  "formula": "C4H8NO2",
  "method": "the ωB97M-V functional and the def2-TZVPD basis",
  "species": ["C", "C", "C", "C", "N", "O", "O", "H", "H", "H", "H", "H", "H", "H", "H"],
  "xyz": [[-2.40858, 0.64667, -0.27062], [0.19478, 1.36895, -0.39660], [0.34780, 0.24686, 0.54036], [1.44470, -0.53515, 0.71753], [2.71583, -0.32118, 0.57992], [-0.57309, 2.15887, -0.71809], [-3.49314, 0.05138, -0.02700], [-1.86379, 0.34981, -1.10711], [1.01184, 1.06454, -1.07801], [-0.47821, -0.18011, 1.08682], [1.21301, -1.52928, 0.98452], [3.60769, -0.86805, 0.50152], [2.79392, 0.65102, 0.25678], [-1.76621, 1.06613, 0.42712], [-3.90634, -0.40363, -0.72733]],
  "atomic_forces_ev_per_a": [[-0.512, -3.266, -0.103], [6.858, -6.271, 0.844], [-2.237, 1.403, 0.495], [-0.356, -2.369, -0.048], [2.129, 3.054, -1.536], [-4.807, 4.786, -0.927], [0.706, 2.569, 2.476], [0.253, 0.063, -2.211], [0.753, 1.174, -0.777], [-0.249, 0.065, 0.379], [-0.261, -1.088, 0.795], [-2.034, 0.118, 0.393], [1.132, -0.462, 0.210], [-0.568, 1.377, 2.018], [-0.809, -1.154, -2.006]],
  "total_charge": 1,
  "homo_lumo_gap_ev": 6.699,
  "max_force_ev_per_a": 9.33,
  "multiplicity": 1,
  "relative_energy_kcal_mol": 120.2,
  "e_lumo_ev": -6.20,
  "homo_ha": -0.474
}